# 1
{
  "formula": "C32H51BrCdN8O2S4",
  "method": "the ωB97M-V functional and the def2-TZVPD basis",
  "symbols": ["Cd", "C", "C", "S", "C", "C", "S", "C", "C", "S", "H", "H", "H", "H", "H", "H", "H", "H", "H", "H", "H", "H", "C", "C", "C", "C", "C", "Br", "N", "C", "H", "H", "H", "H", "H", "H", "C", "C", "C", "N", "C", "S", "N", "C", "O", "C", "C", "C", "C", "C", "C", "H", "H", "H", "H", "H", "H", "H", "H", "H", "H", "H", "H", "H", "H", "C", "N", "C", "C", "O", "H", "H", "H", "H", "H", "H", "H", "C", "N", "C", "N", "C", "N", "C", "N", "C", "C", "H", "H", "H", "H", "H", "H", "H", "H", "H", "H", "H", "H"],
  "xyz": [[-0.2933, 0.1741, -0.4141], [-3.4262, 2.3282, 1.3284], [-3.2860, 3.7542, 0.8439], [-2.5370, 3.9196, -0.7882], [-1.2955, 5.2554, -0.4493], [-0.1761, 4.8884, 0.5244], [0.6523, 3.2813, 0.1504], [0.6143, 2.6082, 1.8251], [-0.7204, 2.3528, 2.4721], [-1.9050, 1.2924, 1.5268], [-4.0057, 1.7652, 0.5727], [-3.9643, 2.2863, 2.2996], [-2.7205, 4.3728, 1.5489], [-4.2991, 4.2363, 0.8623], [-1.8606, 6.1092, -0.0589], [-0.8680, 5.5274, -1.4154], [-0.5463, 4.8078, 1.5408], [0.5601, 5.7206, 0.5786], [1.1436, 3.2586, 2.5086], [1.1845, 1.6692, 1.7713], [-1.2221, 3.2899, 2.7450], [-0.6067, 1.8567, 3.4289], [2.8508, -2.6476, -5.9891], [1.9756, -2.8899, -4.8239], [0.9606, -3.8367, -4.8508], [0.2582, -4.0750, -3.6587], [0.5533, -3.3583, -2.5565], [-0.5112, -3.6159, -1.0227], [1.5245, -2.4453, -2.4945], [2.1844, -2.2332, -3.5975], [3.6576, -3.3301, -6.0808], [3.3012, -1.6508, -5.9955], [2.2892, -2.7761, -6.9210], [0.8060, -4.3966, -5.7336], [-0.4997, -4.8773, -3.6486], [2.9979, -1.4887, -3.5710], [-2.1700, -4.6978, 3.6304], [-1.7179, -4.0696, 2.3014], [-1.9412, -2.5622, 2.2293], [-1.0891, -1.8301, 3.1414], [0.0917, -1.3642, 2.8974], [0.8933, -1.3516, 1.3657], [0.8337, -0.8632, 3.8998], [0.5302, -0.7913, 5.2652], [-0.5474, -1.1346, 5.7100], [1.6440, -0.3135, 6.0934], [1.6845, -0.6186, 7.4573], [2.7120, -0.2062, 8.2730], [3.7116, 0.5785, 7.7239], [3.6792, 0.9466, 6.3803], [2.6766, 0.4749, 5.5887], [-2.0320, -5.7548, 3.5506], [-3.2325, -4.5667, 3.7960], [-1.5931, -4.3308, 4.4694], [-2.2537, -4.4784, 1.4430], [-0.6423, -4.2768, 2.1685], [-2.9708, -2.3021, 2.4277], [-1.7156, -2.2724, 1.1992], [-1.2976, -1.7454, 4.1375], [1.7459, -0.5633, 3.6117], [0.9100, -1.2181, 7.8952], [2.6887, -0.4936, 9.3214], [4.4934, 0.9242, 8.3810], [4.4494, 1.5443, 5.9274], [2.7346, 0.7428, 4.5318], [5.1398, -0.3288, -1.4000], [3.9700, 0.5394, -1.5108], [4.1332, 1.7808, -2.2480], [2.7978, 0.1246, -1.0948], [1.7157, 0.7884, -1.1927], [5.9416, 0.2677, -0.9374], [5.4552, -0.6027, -2.3974], [4.9487, -1.2535, -0.8387], [4.7082, 2.5128, -1.6553], [3.1288, 2.1397, -2.4083], [4.6200, 1.5713, -3.2163], [2.8205, -0.8571, -0.5929], [-1.6371, -1.0043, -3.1905], [-2.4630, -0.8323, -4.3526], [-3.8248, -0.5318, -3.9198], [-3.8665, 0.7077, -3.1138], [-3.0366, 0.4986, -1.9548], [-1.5989, 0.2121, -2.3080], [-1.1115, 1.3403, -3.1508], [-1.9395, 1.5228, -4.3357], [-1.9708, 0.2968, -5.1191], [-3.3099, 1.8309, -3.8990], [-0.6103, -1.2405, -3.5211], [-2.0023, -1.8380, -2.5805], [-4.2181, -1.3507, -3.2763], [-4.4571, -0.4633, -4.7973], [-3.3748, -0.3510, -1.3433], [-2.9577, 1.4084, -1.3804], [-0.0622, 1.1297, -3.4198], [-1.1045, 2.2673, -2.5960], [-0.9734, 0.0029, -5.5037], [-2.6359, 0.4393, -6.0035], [-3.9529, 2.0100, -4.7704], [-3.3171, 2.7233, -3.2461]],
  "lowdin_charge": [1.2437, -0.4893, -0.5269, 0.8663, -0.4772, -0.4856, 0.8350, -0.5757, -0.4850, 0.7794, 0.0699, 0.1002, 0.0684, 0.1086, 0.0888, 0.0799, 0.0498, 0.1011, 0.0896, 0.0354, 0.0784, 0.0684, -0.0402, -0.2413, 0.0209, -0.1048, -0.7710, 0.8173, 0.0454, -0.1131, 0.0815, 0.0877, 0.0960, 0.1186, 0.1248, 0.1175, -0.0773, -0.2487, -0.2147, 0.0725, -0.7498, 0.5848, 0.0992, -0.3559, 0.1154, -0.1365, -0.0007, -0.0435, -0.0386, -0.0595, -0.0489, 0.0702, 0.0798, 0.0719, 0.0993, 0.1069, 0.1308, 0.0300, 0.1303, 0.0884, 0.1228, 0.1244, 0.1158, 0.1126, 0.1084, -0.0157, -0.1703, 0.0000, -0.3358, -0.2548, 0.1081, 0.0901, 0.1048, 0.1139, 0.0778, 0.1106, 0.0941, -0.2055, -0.0858, -0.1439, -0.0689, -0.2090, -0.1605, -0.1909, -0.0732, -0.1680, -0.1358, 0.1130, 0.0810, 0.1419, 0.1321, 0.1347, 0.0337, 0.1283, 0.0787, 0.1391, 0.1470, 0.1402, 0.0973],
  "gap_ev": 8.27,
  "charge": 2,
  "e_above_lowest_kcal_mol": 14.3,
  "e_lumo_ev": -5.05
}

---

# 2
{
  "formula": "C32H51Cl3I2N6O7",
  "method": "the ωB97M-V functional and the def2-TZVPD basis",
  "symbols": ["C", "C", "C", "Cl", "C", "C", "C", "C", "C", "C", "I", "C", "C", "I", "C", "C", "Cl", "C", "C", "Cl", "C", "O", "N", "C", "O", "H", "H", "H", "H", "H", "H", "H", "H", "H", "H", "H", "H", "H", "H", "H", "H", "C", "O", "N", "C", "C", "H", "H", "H", "H", "H", "H", "H", "C", "O", "N", "C", "C", "H", "H", "H", "H", "H", "H", "H", "C", "O", "N", "C", "C", "H", "H", "H", "H", "H", "H", "H", "C", "O", "N", "C", "C", "H", "H", "H", "H", "H", "H", "H", "C", "O", "N", "C", "C", "H", "H", "H", "H", "H", "H", "H"],
  "xyz": [[2.5344, 0.1931, -0.5898], [1.0517, 0.0266, -1.1234], [-0.0499, 0.3254, -0.0161], [0.1257, -0.7884, 1.4443], [0.0693, 1.8374, 0.3774], [0.9965, 2.1256, 1.4850], [1.2197, 3.4701, 1.9755], [0.4930, 4.5286, 1.2653], [-0.3982, 4.3109, 0.1515], [-1.0307, 5.5842, -0.4773], [-0.2223, 6.6545, -2.1475], [-2.1709, 6.0260, 0.1450], [-2.7891, 5.3136, 1.3904], [-3.1705, 7.7799, -0.6181], [-0.6616, 2.9135, -0.3292], [-1.6202, 2.5845, -1.5328], [-3.2501, 3.3912, -1.3747], [-0.9461, 2.7589, -2.9652], [-1.7832, 3.5983, -3.9913], [0.7881, 3.3636, -2.8442], [0.9469, 5.8222, 1.9934], [0.6645, 6.9689, 1.7896], [1.8227, 5.4309, 3.0851], [2.0984, 4.0002, 3.1281], [2.8353, 3.4402, 3.8870], [3.3057, -0.3022, -1.2609], [2.7196, 1.3039, -0.5390], [2.6184, -0.1927, 0.4603], [0.9179, 0.8457, -1.8898], [0.8781, -0.9366, -1.6611], [-1.0275, 0.0416, -0.4815], [1.5713, 1.3145, 1.9972], [-2.9885, 4.2387, 1.1517], [-2.1400, 5.3924, 2.3059], [-3.7294, 5.8776, 1.6434], [-1.8304, 1.4866, -1.4322], [-0.8447, 1.7330, -3.4175], [-2.8479, 3.2546, -4.0812], [-1.7403, 4.7048, -3.8026], [-1.3397, 3.4558, -5.0200], [2.7792, 5.8083, 3.0260], [2.2501, -0.7408, 6.4973], [2.1773, -1.8502, 6.9939], [2.5812, 0.3920, 7.1602], [2.6464, 1.6799, 6.4949], [2.8794, 0.3131, 8.5780], [2.0435, -0.5700, 5.4275], [3.6575, 2.0814, 6.5900], [1.9378, 2.3645, 6.9670], [2.3999, 1.5842, 5.4392], [3.7213, -0.3648, 8.7323], [2.0113, -0.0846, 9.1076], [3.1267, 1.2989, 8.9686], [5.5200, 0.1554, -2.3261], [4.6585, -0.2432, -3.0897], [6.3477, 1.2008, -2.5574], [7.3511, 1.6159, -1.5980], [6.2242, 1.9282, -3.8076], [5.6950, -0.3279, -1.3507], [7.1594, 2.6500, -1.3019], [8.3393, 1.5484, -2.0592], [7.3273, 0.9816, -0.7124], [5.2153, 2.3379, -3.8879], [6.3885, 1.2426, -4.6411], [6.9523, 2.7368, -3.8494], [1.8326, -4.4657, 1.9002], [2.3952, -5.1883, 1.0992], [1.7884, -4.6717, 3.2410], [1.0975, -3.7681, 4.1440], [2.4561, -5.8368, 3.7903], [1.2971, -3.5559, 1.5818], [1.8126, -3.3689, 4.8673], [0.3154, -4.3196, 4.6712], [0.6443, -2.9416, 3.5965], [3.5182, -5.7948, 3.5408], [2.0301, -6.7390, 3.3466], [2.3351, -5.8681, 4.8720], [-2.7034, -0.9074, -2.8842], [-1.9423, -0.3932, -2.0720], [-3.7489, -1.6903, -2.5731], [-4.6126, -2.2696, -3.5899], [-4.0246, -1.9665, -1.1743], [-2.5794, -0.7592, -3.9680], [-5.6333, -1.9232, -3.4321], [-4.5804, -3.3539, -3.5063], [-4.2879, -1.9789, -4.5881], [-4.2047, -1.0259, -0.6498], [-3.1570, -2.4547, -0.7255], [-4.8969, -2.6108, -1.0803], [-6.5397, -4.7918, -4.1288], [-6.6278, -3.7417, -4.7377], [-6.4744, -6.0177, -4.6954], [-6.3699, -7.2283, -3.9041], [-6.5104, -6.1231, -6.1432], [-6.5049, -4.8223, -3.0264], [-5.4491, -7.7525, -4.1692], [-7.2269, -7.8714, -4.1165], [-6.3539, -6.9964, -2.8396], [-5.6713, -5.5671, -6.5658], [-7.4393, -5.6853, -6.5132], [-6.4496, -7.1661, -6.4490]],
  "lowdin_charge": [-0.1017, -0.2262, -0.5699, 0.6005, -0.1272, 0.0201, -0.0316, -0.0159, -0.1488, -0.7324, 0.8403, -0.7933, -0.1423, 0.7623, -0.1203, -0.5596, 0.6781, -0.6428, -0.1751, 0.5717, -0.3611, 0.1211, 0.1430, -0.3645, 0.1130, 0.0554, 0.0777, 0.0510, 0.0712, 0.1152, 0.0563, 0.0930, 0.0506, 0.0888, 0.0580, 0.0572, 0.0956, 0.0673, 0.0173, 0.0839, 0.1572, -0.3491, -0.0005, -0.2003, -0.0620, -0.0450, 0.1303, 0.0934, 0.0936, 0.0611, 0.0922, 0.0920, 0.0857, -0.3613, 0.0029, -0.1999, -0.0599, -0.0410, 0.1345, 0.0888, 0.0888, 0.0842, 0.0925, 0.0933, 0.0857, -0.3517, 0.0038, -0.2008, -0.0505, -0.0469, 0.1006, 0.0748, 0.0917, 0.0581, 0.0915, 0.0903, 0.0866, -0.2891, -0.0461, -0.1776, -0.0552, -0.0242, 0.1432, 0.0943, 0.0731, 0.0954, 0.0969, 0.0973, 0.0869, -0.3577, -0.0050, -0.1974, -0.0558, -0.0380, 0.1357, 0.0911, 0.0907, 0.0843, 0.0942, 0.0946, 0.0877],
  "gap_ev": 7.93,
  "e_lumo_ev": -0.62
}

---

# 3
{
  "formula": "C32H51FNO",
  "method": "the ωB97M-V functional and the def2-TZVPD basis",
  "symbols": ["C", "O", "C", "C", "C", "C", "C", "C", "C", "C", "C", "C", "C", "C", "N", "C", "C", "C", "C", "C", "C", "C", "C", "C", "C", "C", "C", "C", "C", "C", "C", "F", "C", "C", "C", "H", "H", "H", "H", "H", "H", "H", "H", "H", "H", "H", "H", "H", "H", "H", "H", "H", "H", "H", "H", "H", "H", "H", "H", "H", "H", "H", "H", "H", "H", "H", "H", "H", "H", "H", "H", "H", "H", "H", "H", "H", "H", "H", "H", "H", "H", "H", "H", "H", "H", "H"],
  "xyz": [[4.9633, -4.0048, 3.3859], [5.8166, -3.0591, 4.1247], [6.6027, -2.2731, 3.1804], [5.6258, -1.3118, 2.2856], [6.4777, -0.0482, 1.7642], [6.8829, -0.1046, 0.2083], [5.5544, -0.3113, -0.7037], [5.6720, -1.7159, -1.4910], [4.2608, -2.3372, -1.9718], [4.2906, -2.6168, -3.5625], [3.4414, -1.5717, -4.4385], [3.8315, -0.0146, -4.1663], [2.4622, 0.7398, -3.7759], [2.7025, 2.2346, -3.1576], [1.4958, 2.5191, -2.2882], [0.2080, 2.5433, -3.0110], [-1.1432, 2.7756, -2.2905], [-1.0866, 3.0011, -0.7342], [-2.4490, 3.1910, 0.0383], [-2.5078, 3.3735, 1.5899], [-3.8545, 3.5229, 2.4526], [-4.4253, 2.0509, 2.7617], [-5.6173, 1.5337, 1.8153], [-5.7579, 2.2648, 0.3940], [-5.2702, -0.0344, 1.4823], [-6.4172, -0.7833, 0.6451], [-7.5186, -1.4917, 1.6204], [-8.5966, -2.1710, 0.9936], [-9.7896, -2.6944, 1.9606], [-8.7454, -2.4850, -0.5651], [-1.0905, 3.4041, 2.3191], [-0.9550, 3.6000, 3.7370], [0.2697, 3.2180, 1.5580], [0.3045, 2.9905, -0.0076], [1.5928, 2.7506, -0.8493], [4.8393, -4.9192, 4.0853], [5.4479, -4.3469, 2.4068], [3.9585, -3.4874, 3.2076], [7.3650, -1.6186, 3.7352], [7.1441, -2.9448, 2.4101], [4.7458, -0.8936, 2.9058], [5.1969, -1.9737, 1.4446], [7.4517, 0.1277, 2.3591], [5.8285, 0.8979, 1.9115], [7.3592, 0.9088, -0.0690], [7.6454, -0.9256, -0.0513], [4.5945, -0.3496, -0.0711], [5.4693, 0.5854, -1.4111], [6.2600, -2.4658, -0.8316], [6.3151, -1.5275, -2.4330], [4.1472, -3.3595, -1.4390], [3.3434, -1.7141, -1.6351], [3.7822, -3.6513, -3.7130], [5.3707, -2.7607, -3.9625], [3.5082, -1.8222, -5.5612], [2.3261, -1.7133, -4.1462], [4.6176, 0.0917, -3.3424], [4.2353, 0.3967, -5.1694], [1.9927, 0.1284, -2.9100], [1.6858, 0.7291, -4.6218], [2.6013, 2.9659, -4.0526], [3.6958, 2.3361, -2.6051], [0.1665, 2.3448, -4.1387], [-2.1737, 2.7754, -2.7773], [-3.3952, 3.1872, -0.5970], [-3.5150, 3.9604, 3.4737], [-4.6074, 4.2693, 2.0312], [-4.8212, 2.0471, 3.8428], [-3.5351, 1.3246, 2.7318], [-6.6087, 1.5044, 2.4143], [-5.7401, 3.4065, 0.4207], [-6.8046, 1.9781, -0.0198], [-5.0041, 1.7869, -0.3244], [-4.9184, -0.6074, 2.4175], [-4.3385, 0.0244, 0.7873], [-6.8992, -0.1644, -0.1848], [-5.8961, -1.6755, 0.1107], [-7.3188, -1.4261, 2.7416], [-9.2845, -3.2402, 2.8333], [-10.4904, -3.3897, 1.3850], [-10.3624, -1.7465, 2.2850], [-8.6578, -3.6111, -0.8212], [-9.8313, -2.1969, -0.8558], [-8.0263, -1.9169, -1.2476], [1.2715, 3.2388, 2.1007], [2.6323, 2.7482, -0.3537]],
  "lowdin_charge": [-0.1116, -0.2382, -0.2158, -0.1793, -0.2136, -0.2057, -0.2259, -0.2178, -0.2011, -0.2170, -0.2050, -0.1807, -0.1871, -0.1201, -0.0998, 0.0134, 0.0549, -0.0930, 0.0516, -0.0433, -0.1463, -0.1656, -0.3223, -0.1018, -0.2069, -0.2062, -0.0732, -0.3049, -0.0914, -0.0885, -0.0586, -0.0129, 0.0697, -0.0781, 0.1011, 0.1061, 0.0919, 0.0921, 0.1255, 0.1266, 0.1217, 0.0971, 0.1117, 0.1086, 0.1081, 0.1125, 0.0996, 0.0828, 0.1128, 0.1117, 0.1114, 0.1091, 0.1126, 0.1191, 0.1157, 0.1097, 0.0870, 0.1224, 0.1168, 0.1168, 0.1461, 0.1328, 0.1346, 0.1198, 0.0923, 0.1224, 0.1182, 0.1251, 0.1158, 0.1452, 0.0746, 0.0890, 0.0719, 0.1207, 0.1096, 0.0941, 0.1178, 0.1104, 0.0803, 0.0724, 0.0860, 0.0937, 0.0886, 0.0629, 0.1147, 0.1528],
  "gap_ev": 5.48,
  "smiles": "COCCCCCCCCCCCC[n+]1ccc2cc(CC[C@@H](C)CCC=C(C)C)c(F)cc2c1",
  "charge": 1,
  "e_lumo_ev": -4.68
}